{"formula": "C54H146O42", "method": "ωB97M-V/def2-TZVPD", "lumo_energy_ha": 0.0056, "max_force_ev_per_a": 4.0, "orbital_gap_ha": 0.3545, "symbols": ["C", "C", "O", "O", "H", "H", "H", "H", "H", "H", "C", "C", "O", "O", "H", "H", "H", "H", "H", "H", "C", "C", "O", "O", "H", "H", "H", "H", "H", "H", "C", "C", "O", "O", "H", "H", "H", "H", "H", "H", "C", "C", "O", "O", "H", "H", "H", "H", "H", "H", "C", "C", "O", "O", "H", "H", "H", "H", "H", "H", "C", "C", "O", "O", "H", "H", "H", "H", "H", "H", "C", "C", "O", "O", "H", "H", "H", "H", "H", "H", "C", "C", "O", "O", "H", "H", "H", "H", "H", "H", "C", "C", "O", "O", "H", "H", "H", "H", "H", "H", "C", "C", "O", "O", "H", "H", "H", "H", "H", "H", "C", "C", "O", "O", "H", "H", "H", "H", "H", "H", "C", "C", "O", "O", "H", "H", "H", "H", "H", "H", "C", "C", "O", "O", "H", "H", "H", "H", "H", "H", "C", "C", "O", "O", "H", "H", "H", "H", "H", "H", "C", "C", "O", "O", "H", "H", "H", "H", "H", "H", "C", "C", "O", "O", "H", "H", "H", "H", "H", "H", "C", "C", "O", "O", "H", "H", "H", "H", "H", "H", "C", "C", "O", "O", "H", "H", "H", "H", "H", "H", "C", "C", "C", "O", "C", "H", "H", "H", "H", "H", "H", "H", "H", "C", "C", "C", "O", "C", "H", "H", "H", "H", "H", "H", "H", "H", "C", "C", "C", "O", "C", "H", "H", "H", "H", "H", "H", "H", "H", "C", "C", "C", "O", "C", "H", "H", "H", "H", "H", "H", "H", "H"], "xyz": [[4.09319, -6.78337, 0.11549], [2.78888, -6.24439, 0.56591], [1.98957, -7.36301, 1.11257], [3.99988, -7.96292, -0.72042], [4.66759, -7.09729, 1.06825], [4.63264, -6.04634, -0.44588], [2.23807, -5.79453, -0.27305], [3.04492, -5.52300, 1.35038], [1.06359, -7.18162, 0.89562], [3.40544, -8.54615, -0.22331], [3.75639, 1.70059, -1.57321], [2.75558, 2.52169, -2.35239], [2.28759, 1.53962, -3.38693], [4.89763, 1.29365, -2.40340], [3.25581, 0.78569, -1.21585], [4.04619, 2.27611, -0.73676], [3.24314, 3.41888, -2.78569], [1.87742, 2.82060, -1.86043], [1.53134, 1.92408, -3.86758], [4.67657, 1.31146, -3.34435], [-1.27550, -4.23182, 1.29713], [-0.20662, -4.52843, 0.24954], [-0.30602, -5.85383, -0.20538], [-2.60719, -4.74297, 0.91726], [-1.29871, -3.10318, 1.42454], [-0.96524, -4.60333, 2.27329], [0.79681, -4.34834, 0.67808], [-0.27496, -3.81660, -0.58087], [-0.17554, -5.88710, -1.21175], [-2.45192, -5.44943, 0.24606], [5.27333, 0.26124, 1.03774], [4.98509, 0.29767, 2.49891], [5.58611, -0.94193, 3.09598], [4.41855, -0.68326, 0.47860], [6.25726, -0.14619, 0.92025], [5.20556, 1.22878, 0.48041], [3.98083, 0.44663, 2.77205], [5.47555, 1.03912, 3.06581], [4.97892, -1.67619, 3.00876], [4.70885, -1.29685, -0.24735], [-3.23685, -2.70282, -2.09826], [-3.54124, -1.24095, -2.16294], [-4.88103, -1.12609, -2.64453], [-3.92912, -3.35697, -1.01638], [-2.15077, -2.86637, -1.92978], [-3.61060, -3.15242, -2.99374], [-3.01705, -0.68489, -2.92798], [-3.47740, -0.80600, -1.19076], [-5.45178, -1.54026, -1.96925], [-3.22961, -3.69107, -0.41455], [-0.25770, -2.19645, -6.02651], [-0.54915, -2.26281, -4.55922], [0.14607, -3.35343, -3.88336], [1.16028, -1.91936, -6.34666], [-0.98779, -1.47450, -6.50760], [-0.36358, -3.23826, -6.36673], [-1.62380, -2.50815, -4.44093], [-0.37033, -1.27797, -4.08240], [0.90204, -2.96126, -3.43011], [1.30643, -1.03917, -5.92222], [2.09846, -2.04340, 2.62080], [2.92820, -3.14839, 3.14360], [4.19749, -3.30611, 2.46794], [2.04121, -1.95771, 1.23579], [2.49097, -1.10549, 3.09957], [1.06619, -2.17067, 2.97388], [2.39066, -4.09504, 3.09722], [3.25260, -2.99541, 4.19190], [3.91650, -3.13606, 1.53792], [2.69110, -1.27334, 0.94482], [0.73633, 2.03107, 3.07626], [-0.23922, 0.89905, 3.24376], [-1.15934, 0.92627, 2.19675], [1.52610, 1.80270, 1.88218], [1.39652, 2.09299, 3.92271], [0.29546, 3.01297, 2.88199], [-0.85645, 1.22042, 4.13242], [0.25600, -0.04062, 3.47606], [-0.85510, 0.37207, 1.43533], [0.99418, 1.78179, 1.09324], [4.66659, -2.97794, -2.64710], [3.24482, -3.17378, -2.24466], [2.31271, -2.33038, -2.84137], [5.20026, -1.79325, -2.07261], [4.90469, -2.94802, -3.75506], [5.07988, -3.77225, -2.10140], [3.27086, -2.97291, -1.19540], [2.94897, -4.20316, -2.34492], [2.58362, -1.81132, -3.60717], [5.00124, -0.97167, -2.58464], [0.77891, -7.01063, -4.98145], [1.07993, -6.77454, -3.51754], [0.17109, -5.88620, -2.90052], [-0.40008, -7.81322, -5.28895], [1.55561, -7.59279, -5.45510], [0.75388, -6.07266, -5.53808], [2.08263, -6.27623, -3.47889], [1.14995, -7.65728, -2.90254], [0.08840, -5.01654, -3.33640], [-1.17525, -7.29546, -5.06924], [-1.13698, 2.61609, -5.13595], [-0.73482, 1.69126, -6.20177], [-1.64766, 0.59464, -6.25047], [0.01579, 3.15273, -4.46384], [-1.80450, 2.00396, -4.46223], [-1.68448, 3.53339, -5.44970], [0.26098, 1.28085, -6.04648], [-0.62035, 2.08143, -7.24992], [-2.50062, 1.04441, -6.33746], [-0.32952, 3.81608, -3.80801], [4.83704, 0.79986, 6.10160], [3.41995, 0.20548, 6.27308], [2.84702, -0.00154, 4.98727], [5.84655, -0.10163, 5.77632], [5.08363, 1.14684, 7.13203], [4.78036, 1.64934, 5.33546], [2.73399, 0.89056, 6.67954], [3.43411, -0.80670, 6.81860], [2.10762, -0.53806, 5.08323], [5.75747, -0.44829, 4.85744], [-3.03486, 6.15501, -2.94877], [-4.05703, 6.18128, -1.78406], [-3.35686, 6.28360, -0.58232], [-1.93546, 5.20329, -2.64475], [-2.61156, 7.14577, -3.21876], [-3.54073, 5.65933, -3.83319], [-4.59044, 5.24618, -1.94116], [-4.78034, 7.01055, -1.86418], [-3.85270, 5.86080, 0.15033], [-1.22651, 5.65848, -2.13344], [0.76424, -2.53286, 6.67530], [0.77796, -3.82310, 5.85579], [-0.33025, -3.88833, 4.91436], [0.60181, -1.40248, 5.77031], [1.72409, -2.56390, 7.10165], [0.04868, -2.40472, 7.47427], [0.65688, -4.72342, 6.47561], [1.74549, -3.91717, 5.35662], [-0.48852, -2.96499, 4.58686], [-0.25776, -0.97892, 5.96272], [-5.44533, 1.35366, -5.36223], [-5.18863, 2.48651, -6.28410], [-3.89763, 2.24057, -6.82064], [-4.72070, 1.32796, -4.12265], [-5.42446, 0.38997, -5.94646], [-6.52884, 1.37263, -5.08185], [-5.16473, 3.34260, -5.57855], [-5.90006, 2.70896, -7.11573], [-3.46142, 3.03245, -7.19448], [-4.98474, 0.55027, -3.59855], [4.35289, -0.45102, -5.56750], [4.50320, -1.61976, -6.56578], [3.70547, -1.49720, -7.73915], [3.16442, -0.53517, -4.84817], [4.46405, 0.48808, -6.05568], [5.21401, -0.58643, -4.83668], [4.19105, -2.55516, -6.04512], [5.52517, -1.73760, -6.94626], [2.74271, -1.73239, -7.66914], [3.07659, 0.21222, -4.22522], [-4.43477, 2.34321, -1.04546], [-3.39121, 2.85190, -0.08080], [-2.16149, 3.18200, -0.74830], [-4.65509, 3.20294, -2.19312], [-5.40528, 2.20622, -0.54602], [-4.10304, 1.37548, -1.47848], [-3.23624, 2.12814, 0.72128], [-3.57927, 3.77454, 0.46150], [-2.31852, 3.90231, -1.39417], [-4.53133, 2.59421, -2.92509], [4.01155, 4.20586, 2.89895], [5.34834, 4.55460, 2.49340], [6.05361, 3.45675, 1.90435], [3.17477, 4.04858, 1.79194], [3.61711, 4.99090, 3.51560], [3.89071, 3.25388, 3.47143], [5.99638, 4.75875, 3.35369], [5.27501, 5.41074, 1.78712], [5.76623, 3.26676, 1.02940], [2.63575, 3.24483, 1.87383], [-0.38734, 0.85192, -1.47610], [0.20895, -0.52421, -1.04767], [-0.34096, -0.89862, 0.24736], [0.11422, 1.90099, -0.69594], [-1.44322, 0.75695, -1.37889], [-0.30275, 1.10087, -2.51462], [1.31585, -0.60281, -1.07941], [-0.13473, -1.16398, -1.90335], [0.35740, -1.37394, 0.74021], [-0.61070, 2.50495, -0.43706], [-4.09202, 3.45532, 3.88953], [-2.84927, 4.06509, 3.34794], [-1.96655, 4.41126, 4.56981], [-2.80725, 4.07132, 5.71996], [-4.11218, 4.07453, 5.28927], [-3.90249, 2.41224, 4.08453], [-5.05400, 3.53526, 3.35809], [-3.00964, 4.97167, 2.79956], [-2.26466, 3.41181, 2.65393], [-1.74535, 5.43794, 4.65056], [-1.00540, 3.82050, 4.64995], [-4.44929, 5.11795, 5.17533], [-4.71457, 3.69207, 6.08749], [1.11141, 6.57614, 0.29061], [1.92328, 7.21627, -0.86465], [1.14457, 6.72200, -2.07108], [0.64206, 5.43340, -1.71438], [0.90703, 5.19920, -0.33378], [0.15090, 7.12110, 0.41508], [1.68466, 6.55885, 1.21478], [2.85903, 6.69658, -0.83290], [2.13786, 8.26481, -0.97173], [1.73906, 6.61277, -2.96327], [0.22763, 7.37198, -2.28947], [1.74047, 4.51175, -0.26729], [0.05690, 4.70153, 0.09329], [-3.88694, 0.34698, 7.51492], [-4.05052, -0.24768, 6.06736], [-2.74167, -0.96522, 5.77098], [-1.79754, -0.54791, 6.77757], [-2.32849, 0.59515, 7.50324], [-4.09967, -0.29310, 8.35855], [-4.49102, 1.28018, 7.67720], [-4.21440, 0.62068, 5.41094], [-4.95148, -0.84328, 5.90071], [-2.39269, -0.70777, 4.75945], [-2.83016, -2.09119, 5.86768], [-2.01188, 1.49147, 6.93381], [-1.90506, 0.62306, 8.49625], [-5.98967, -2.96298, 1.82787], [-5.14285, -1.72318, 2.35651], [-5.58555, -0.56887, 1.54808], [-6.01627, -1.08813, 0.33582], [-6.68763, -2.34050, 0.61852], [-6.76760, -3.32691, 2.46512], [-5.29281, -3.76335, 1.47533], [-4.07364, -1.92492, 2.13307], [-5.25391, -1.70935, 3.40491], [-4.74085, 0.10248, 1.46448], [-6.41426, -0.10560, 2.04199], [-6.44404, -3.03823, -0.23059], [-7.77647, -2.31756, 0.79024]], "atomic_forces_ev_per_a": [[1.2, -2.5, 1.2], [-1.4, -1.0, 0.2], [0.9, 1.2, -0.4], [-0.4, 0.8, 0.5], [-0.5, 0.7, -1.4], [0.5, 0.4, -0.1], [0.1, 0.0, 0.3], [-0.5, 0.2, -0.1], [0.1, 0.1, -0.1], [0.0, 0.1, -0.2], [-0.9, -0.9, -1.6], [0.9, -1.5, -2.2], [0.4, 1.2, 0.3], [-0.4, 0.3, 0.8], [0.2, 0.3, 0.0], [0.9, 0.6, 0.8], [-0.2, -0.6, -0.2], [-0.8, 0.3, 1.3], [0.1, 0.2, 0.1], [-0.3, 0.3, 0.3], [-0.3, 0.8, -0.1], [0.3, 0.5, 0.0], [-0.1, -0.5, -1.3], [1.6, 0.3, -0.3], [-0.4, -1.2, -0.3], [-0.3, -0.5, 0.0], [-0.4, 0.0, 0.2], [-0.2, -0.1, -0.1], [-0.1, 0.1, 1.3], [0.2, 0.4, 0.8], [0.7, 0.4, -0.7], [1.8, -1.9, 0.9], [-0.6, 1.8, -0.2], [-2.2, -1.8, -1.0], [1.0, 0.3, 0.0], [0.0, -0.6, 0.8], [-1.7, -0.4, 0.0], [1.0, 1.3, 0.0], [-0.3, -0.6, -0.4], [0.6, 1.4, 0.6], [1.1, -0.6, 1.3], [-1.2, -0.4, -0.8], [-1.0, 0.2, 0.4], [0.6, 0.5, -0.3], [-0.4, 0.1, -0.6], [0.2, -0.4, -0.9], [0.9, 0.0, 0.1], [0.4, 0.5, 0.8], [0.1, 0.4, -0.2], [-0.8, 0.1, 0.1], [0.6, -0.7, -1.0], [-0.4, -0.6, 0.8], [-1.1, 0.9, -0.8], [-1.7, 1.3, 1.1], [1.1, -0.9, 0.3], [-0.3, 0.5, -0.4], [0.4, 0.4, -0.2], [0.1, -0.5, 0.1], [0.7, 0.1, 0.3], [0.5, -0.9, -0.5], [-0.4, 2.0, 1.8], [1.5, -1.7, 1.0], [-1.4, 0.6, -1.2], [0.5, 0.3, -1.3], [-0.5, -0.5, -0.8], [0.2, -0.1, 0.2], [-0.1, -0.2, 0.0], [-0.7, 0.2, -0.4], [0.8, -0.2, 0.5], [-0.1, -0.4, 0.1], [0.6, -0.1, -1.8], [-1.2, 2.1, 1.6], [-0.4, -0.9, -1.2], [1.4, -0.2, 1.4], [0.5, 0.0, 0.3], [-0.7, -0.2, 0.6], [0.6, -0.7, -0.3], [0.0, -0.2, -0.3], [-0.1, 0.2, 0.5], [-0.9, 0.0, -0.8], [-0.2, 1.5, -1.4], [0.1, 0.5, -0.7], [-1.3, 0.5, 0.3], [0.1, 1.0, 0.0], [-0.5, -0.6, 1.2], [1.6, -1.3, 0.2], [-0.3, 0.2, 1.0], [-0.2, -0.7, -0.4], [0.9, 0.0, -0.4], [0.1, -0.9, 0.5], [-0.8, -1.1, -0.6], [1.1, 1.4, -0.5], [-0.9, -0.2, 0.6], [0.8, 0.7, 0.5], [0.6, -0.1, 0.2], [-0.2, 0.3, 0.2], [-0.4, -0.6, -0.2], [-0.2, -0.4, 0.0], [0.2, -0.1, -0.3], [-0.2, 0.1, 0.1], [-0.7, 1.7, 1.6], [0.6, -1.3, -2.4], [0.1, 0.4, 0.0], [-0.4, 0.3, 1.0], [0.6, 0.8, -0.3], [-0.2, -0.9, -0.2], [0.1, -0.1, 0.6], [-0.4, 0.3, 0.9], [-0.4, -0.4, -0.1], [0.5, -0.8, -0.7], [-0.8, 0.5, 0.5], [0.9, -1.9, -1.1], [2.6, 1.2, -1.3], [0.1, -0.5, -0.5], [0.1, 0.4, -0.8], [0.0, -0.8, 1.2], [-0.4, 1.1, 1.7], [0.2, 1.6, -0.4], [-2.4, -1.5, 0.5], [-0.1, 0.2, 0.3], [0.4, -1.1, -0.3], [0.0, 0.1, -1.4], [0.1, -0.4, 1.5], [-0.7, 1.3, -0.1], [-0.2, -0.6, 0.2], [0.5, 1.0, 0.8], [-0.1, 0.0, 0.7], [0.3, -0.1, -0.3], [0.4, 0.4, -0.8], [-0.4, -0.5, -0.3], [-0.7, 0.1, -1.5], [-1.7, -0.3, -0.3], [0.6, 1.1, 0.1], [0.2, -0.7, 0.3], [1.5, 0.8, 0.8], [-0.5, -0.5, 0.1], [0.1, 0.4, 0.1], [-0.2, 0.1, -0.2], [0.4, -1.1, 0.5], [0.3, 0.0, 0.4], [-3.1, -2.5, 0.2], [1.0, 1.4, 0.9], [1.0, 0.5, -0.7], [0.5, 0.4, -1.3], [0.8, 0.6, 0.7], [0.5, 0.3, -0.2], [0.1, 0.2, -0.7], [0.1, -0.7, 0.9], [-0.7, -0.5, 0.3], [-0.1, -0.3, -0.2], [2.1, -1.7, 0.6], [-1.6, -0.5, 0.0], [-0.7, 0.3, -0.4], [-1.0, -0.3, 0.4], [0.0, 0.9, -0.6], [-0.5, 0.3, -0.7], [0.4, 0.5, -0.1], [-0.1, 0.3, 0.4], [1.3, 0.2, 0.8], [-0.3, 0.3, -0.2], [-0.5, 0.0, -0.9], [0.8, 1.0, -0.3], [-0.3, -0.7, 0.2], [0.4, -0.1, 1.4], [0.3, -0.2, 0.1], [-0.1, 0.3, 0.7], [0.4, -0.3, -0.3], [-1.2, 0.2, 0.0], [0.0, -0.1, 0.0], [-0.2, 0.1, -0.8], [-2.3, -1.7, 1.2], [2.4, -0.2, -0.8], [0.5, 0.2, 0.9], [-0.4, 0.3, -1.3], [-0.2, 0.7, 0.6], [0.9, 0.6, 0.1], [-0.4, 0.6, -0.1], [0.3, -0.3, 0.5], [-0.6, 0.0, -1.0], [0.0, -0.2, -0.1], [0.7, -0.9, 1.1], [-0.6, 0.6, -1.2], [0.4, 0.2, -1.0], [0.6, 0.4, 0.9], [-1.1, -0.1, 0.6], [0.8, -0.3, -0.9], [-0.6, 0.4, 0.3], [0.1, -0.3, 1.1], [0.1, 0.1, -0.4], [-0.2, -0.2, -0.5], [-1.0, -0.8, 1.4], [2.1, -0.1, -1.3], [-0.4, -2.2, 0.9], [2.1, -0.3, 0.0], [-0.9, 1.7, -0.7], [0.0, -0.7, -0.3], [0.6, 0.3, -0.1], [-0.4, 0.6, -0.4], [-0.6, 0.2, 0.5], [0.4, 1.4, -0.1], [-1.1, 0.6, -0.1], [-0.1, 0.2, 0.0], [-0.5, -0.9, 0.1], [0.3, 0.9, -0.7], [-0.6, -0.8, -0.2], [-1.3, 0.6, 0.0], [-0.2, -0.1, -0.3], [-0.4, 0.1, 0.4], [0.4, -0.5, 0.1], [-0.2, -0.1, 0.1], [0.9, -0.2, -0.2], [-0.3, 0.6, 0.6], [0.2, 0.1, -0.4], [1.3, -0.4, 0.2], [0.5, 0.2, 0.4], [-0.6, -0.3, 0.2], [1.1, 1.0, -0.9], [-0.8, 0.9, 0.8], [-0.3, -1.1, 0.3], [-0.3, 0.2, 0.2], [-0.9, 0.0, -1.1], [-0.2, -0.6, -0.1], [0.7, -0.8, -0.3], [0.4, -0.2, 0.0], [0.2, -0.3, 0.3], [0.1, -0.1, 0.2], [0.1, 1.2, -0.2], [-0.5, -0.1, 0.4], [0.2, -0.2, 0.2], [1.4, 1.0, -1.0], [0.9, -3.1, -0.6], [0.0, 0.2, 0.9], [-0.9, -0.7, -1.1], [1.1, -1.4, -1.2], [0.0, -0.3, 0.9], [-0.7, 0.5, 0.6], [-0.6, 0.0, 0.2], [-0.1, 0.7, 1.3], [-0.1, 0.5, -0.6], [-0.6, 0.9, 0.4], [-0.7, 1.0, 0.4], [0.3, 0.8, -0.3]]}